Record 1
Computed, not measured: a 6-piece molecular cluster, C21H46ClN7O3 overall in a non-equilibrium geometry, with ωB97M-V with the def2-TZVPD basis set.

## Properties
- Highest occupied orbital energy: -13.152 eV
- Total charge: +4
- Multiplicity: 1
- LUMO level: -8.27 eV

Last column: Mulliken charge in e.
Element x y z (Å)
C (21.65304, -3.59543, -11.72713)  -0.950
C (21.25326, -3.52841, -10.32850)  0.456
O (21.84719, -4.10060, -9.46014)  -0.391
N (20.16026, -2.56623, -10.01659)  -0.119
H (20.17699, -2.17980, -9.08359)  0.368
H (20.21578, -1.64202, -10.42015)  0.373
C (18.82293, -3.11573, -10.33287)  -0.798
H (20.84499, -3.55069, -12.45730)  0.365
H (22.10171, -4.58093, -11.85193)  0.318
H (22.37551, -2.87605, -12.11267)  0.335
H (18.01172, -2.40278, -10.18540)  0.343
H (18.79171, -3.90076, -9.57731)  0.361
H (18.75632, -3.56425, -11.32408)  0.337
C (10.56641, -9.61740, -14.60839)  -0.917
C (11.23251, -8.26588, -14.31449)  0.507
O (10.88138, -7.21671, -14.89052)  -0.436
N (12.20144, -8.35333, -13.17101)  -0.143
H (12.16839, -9.28406, -12.78017)  0.383
H (13.11163, -8.31279, -13.60693)  0.377
C (11.85939, -7.43649, -12.03649)  -0.800
H (10.69111, -10.28514, -13.75594)  0.342
H (11.01332, -10.21881, -15.40003)  0.317
H (9.52213, -9.37429, -14.80446)  0.312
H (11.88636, -6.41304, -12.41055)  0.344
H (12.66953, -7.54220, -11.31497)  0.364
H (10.84540, -7.68902, -11.72638)  0.347
C (21.95965, -10.72879, -9.49008)  -1.081
C (22.36908, -11.28413, -10.88259)  0.598
O (23.48325, -11.17564, -11.37957)  -0.381
N (21.23201, -11.75496, -11.81748)  -0.230
H (20.47634, -12.19271, -11.31009)  0.407
H (20.77573, -10.92330, -12.16426)  0.388
C (21.66167, -12.76521, -12.93302)  -0.801
H (22.80254, -10.38864, -8.88848)  0.326
H (21.52125, -11.56373, -8.94347)  0.364
H (21.19970, -9.94758, -9.47280)  0.352
H (21.81701, -13.72061, -12.43185)  0.362
H (22.41331, -12.42805, -13.64679)  0.322
H (20.72391, -12.91590, -13.46782)  0.372
C (13.42981, -9.23198, -21.24699)  -0.967
C (14.47581, -9.97991, -22.10199)  -0.574
N (14.79308, -11.35692, -21.46218)  0.130
C (15.41148, -11.66460, -20.24481)  -0.305
C (15.45959, -13.12191, -20.18760)  -0.405
N (14.88816, -13.57109, -21.29712)  0.124
C (14.54366, -12.56652, -22.10384)  -0.130
C (14.77554, -14.91877, -21.75516)  -0.799
H (13.96623, -8.87443, -20.36807)  0.298
H (12.57889, -9.89367, -21.08508)  0.296
H (12.84320, -8.39870, -21.63383)  0.358
H (15.41137, -9.45990, -21.89601)  0.324
H (14.33678, -10.08361, -23.17810)  0.431
H (15.73467, -10.85720, -19.60447)  0.441
H (15.92456, -13.83440, -19.52233)  0.418
H (13.96931, -12.72137, -23.00525)  0.359
H (14.54595, -15.05580, -22.81185)  0.337
H (14.04647, -15.49288, -21.18336)  0.324
H (15.75330, -15.28551, -21.44277)  0.340
C (8.37822, -1.93659, -19.74236)  -1.003
C (9.37312, -0.77972, -20.11612)  -0.543
N (10.80676, -1.08695, -19.84440)  0.145
C (11.73454, -1.30204, -20.78702)  -0.176
C (12.92485, -1.68236, -20.07115)  -0.473
N (12.63801, -1.72600, -18.69361)  0.204
C (11.35617, -1.31320, -18.59829)  -0.163
C (13.59123, -2.14535, -17.72178)  -0.776
H (8.53315, -2.83565, -20.33885)  0.315
H (7.45439, -1.47825, -20.09530)  0.343
H (8.40335, -2.14940, -18.67364)  0.361
H (9.07015, 0.02185, -19.44248)  0.300
H (9.16875, -0.46473, -21.13941)  0.377
H (11.55191, -1.13703, -21.83860)  0.414
H (13.88619, -1.87866, -20.52247)  0.417
H (10.77621, -1.49472, -17.70549)  0.289
H (12.97214, -2.53263, -16.91256)  0.301
H (14.06257, -1.26341, -17.28805)  0.342
H (14.34642, -2.86461, -18.03871)  0.327
Cl (18.16241, -7.36235, -14.67876)  -0.992

Record 2
Computed, not measured: C10H30BrN6O4 as an isolated structure in a non-equilibrium geometry, with ωB97M-V with the def2-TZVPD basis set.

## Properties
- Highest occupied orbital energy: -2.468 eV
- Total charge: -1
- Multiplicity: 1
- LUMO level: 2.85 eV

Last column: Mulliken charge in e.
Element x y z (Å)
Br (-23.29147, 18.41824, 9.25780)  -0.951
C (-23.16769, 15.73404, 8.91648)  -0.251
C (-22.79587, 16.21059, 7.51344)  0.436
C (-23.33171, 15.30331, 6.40343)  -1.038
O (-22.65591, 13.99956, 6.46303)  -0.377
C (-23.54204, 12.93244, 6.49014)  -0.727
N (-23.26279, 17.51461, 7.31426)  -0.952
H (-24.19143, 15.35992, 8.90699)  0.702
H (-23.02892, 16.59145, 9.57503)  -0.431
H (-22.46732, 14.94932, 9.20251)  0.090
H (-21.70788, 16.17344, 7.45873)  0.346
H (-23.10443, 15.73929, 5.43060)  0.397
H (-24.41401, 15.19014, 6.46603)  0.334
H (-24.57538, 13.09618, 6.18436)  0.301
H (-23.69188, 12.55956, 7.50335)  0.231
H (-22.98980, 12.09425, 6.06520)  0.314
H (-24.25846, 17.35947, 7.38258)  0.333
H (-23.00260, 17.91593, 8.20383)  0.972
C (-23.00838, 15.92530, 11.34637)  -1.617
C (-24.45408, 16.33026, 10.82550)  0.188
C (-25.51056, 15.68743, 11.65596)  -1.110
O (-25.55141, 14.32508, 11.30432)  -0.310
C (-26.66890, 13.64007, 11.99937)  -0.757
N (-24.47261, 17.69562, 10.94752)  -0.805
H (-22.69412, 14.89315, 11.19143)  0.336
H (-22.89448, 16.02076, 12.42619)  0.252
H (-22.35844, 16.65414, 10.86214)  0.718
H (-24.43689, 15.95148, 9.80357)  0.147
H (-26.50304, 16.01445, 11.34589)  0.461
H (-25.49820, 15.82362, 12.73735)  0.372
H (-26.98796, 12.87219, 11.29463)  0.217
H (-27.45720, 14.36961, 12.18495)  0.343
H (-26.26558, 13.19623, 12.90955)  0.244
H (-25.31279, 18.16361, 10.63901)  0.345
H (-23.80420, 18.03835, 10.27233)  0.155
C (-21.99306, 21.28944, 8.87628)  0.327
O (-21.91933, 21.22889, 7.68820)  -0.770
N (-22.51636, 20.47411, 9.67796)  -0.528
N (-21.74554, 22.36862, 9.48934)  -0.320
H (-22.73320, 20.81760, 10.60267)  0.916
H (-23.00293, 19.64845, 9.35914)  0.580
H (-22.02603, 22.62037, 10.42638)  0.162
H (-21.37835, 23.12245, 8.92629)  0.252
C (-22.75601, 20.44908, 11.72131)  0.049
O (-23.21073, 21.51600, 11.25325)  -0.901
N (-22.54445, 20.15118, 12.99036)  -0.436
N (-22.50986, 19.38834, 11.11138)  -0.589
H (-21.98140, 19.33775, 13.19388)  0.180
H (-22.77882, 20.78033, 13.74490)  0.234
H (-22.70589, 18.62538, 11.74349)  0.540
H (-22.59164, 19.36964, 10.10487)  0.396

Record 3
Computed, not measured: C5H9FO5Yb as an isolated structure in a non-equilibrium geometry, with ωB97M-V with the def2-TZVPD basis set.

## Properties
- Highest occupied orbital energy: -18.606 eV
- Total charge: +2
- Multiplicity: 1
- LUMO level: -9.83 eV

Last column: Mulliken charge in e.
Element x y z (Å)
C (-1.46563, -2.63898, -0.21317)  -1.198
C (-0.27911, -1.83721, -0.70867)  0.499
F (0.37700, -2.45530, -1.76401)  -0.338
C (-0.69868, -0.51557, -1.35220)  0.270
O (-1.52688, 0.33810, -0.60266)  -0.356
C (-1.06054, 1.09983, 0.38992)  0.690
O (-1.66488, 1.91955, 0.96544)  -0.396
O (0.28483, 0.80945, 0.64155)  -0.168
C (0.88286, 1.70060, 1.63532)  -0.301
O (2.25429, 1.51931, 1.50384)  -0.192
O (2.72466, 2.31446, 0.38879)  -0.359
H (-1.28250, -3.69237, -0.45054)  0.382
H (-1.55981, -2.55119, 0.87354)  0.350
H (-2.41631, -2.34989, -0.67300)  0.320
H (0.46618, -1.68594, 0.07720)  0.237
H (-1.21517, -0.72233, -2.29472)  0.602
H (0.22635, 0.05427, -1.64487)  -0.702
H (0.56521, 2.73118, 1.44738)  0.413
H (0.61541, 1.38369, 2.64798)  0.340
H (3.04481, 3.13846, 0.80461)  0.381
Yb (1.72790, 1.43987, -1.67174)  1.526

Record 4
Computed, not measured: C28H14ClN4O12Sm as an isolated structure in a non-equilibrium geometry, with ωB97M-V with the def2-TZVPD basis set.

## Properties
- Highest occupied orbital energy (spin up / spin down): -2.439 / -2.443 eV
- Total charge: -2
- Multiplicity: 6
- LUMO level (spin up / spin down): 1.58 / 1.59 eV

Last column: Mulliken spin population.
Element x y z (Å)
Sm (-0.13233, -0.08797, 0.04861)  5.023
O (-1.79370, 6.54062, -4.20840)  0.000
N (-0.83856, 5.76513, -4.03650)  0.000
O (0.25553, 5.96454, -4.58906)  0.000
C (-1.04121, 4.65028, -3.21301)  0.000
C (-2.35734, 4.39104, -2.84514)  0.000
C (-2.70387, 3.29271, -2.05827)  0.000
C (-4.04642, 2.98303, -1.73334)  0.001
C (-4.30765, 1.87234, -0.97885)  -0.001
C (-3.23471, 1.08980, -0.52176)  0.000
N (-1.97121, 1.37230, -0.78315)  0.001
C (-1.69233, 2.43098, -1.55360)  -0.008
C (-0.31104, 2.71091, -1.87455)  0.000
N (0.62173, 1.91083, -1.32763)  0.001
C (1.89947, 2.17417, -1.55514)  -0.002
C (2.32062, 3.21360, -2.37537)  -0.001
C (1.37922, 4.02140, -2.97865)  0.000
C (0.01584, 3.80553, -2.72269)  0.000
H (-3.12638, 5.05873, -3.20124)  0.000
H (-4.82935, 3.63105, -2.10481)  0.000
H (-5.32046, 1.58919, -0.73192)  0.000
H (-3.41294, 0.20514, 0.07994)  -0.001
H (2.61948, 1.52648, -1.06652)  -0.001
H (3.37338, 3.37901, -2.54748)  0.000
H (1.66967, 4.82759, -3.63298)  0.000
Cl (6.85300, -2.17150, 3.00212)  0.000
C (5.22639, -1.71343, 2.58248)  0.000
C (4.32239, -1.42289, 3.61945)  0.001
C (3.05163, -1.03637, 3.31947)  0.000
C (2.58537, -0.90794, 1.96684)  0.001
O (1.40889, -0.53899, 1.71370)  -0.009
C (3.53723, -1.24876, 0.93316)  0.001
C (3.14201, -1.20000, -0.43536)  0.001
O (2.05839, -0.81234, -0.88213)  0.002
C (4.84515, -1.64759, 1.27237)  0.000
H (4.63929, -1.51936, 4.64868)  0.000
H (2.33852, -0.80821, 4.09595)  0.000
H (3.91500, -1.53508, -1.15840)  0.000
H (5.53896, -1.89823, 0.47936)  0.000
O (-2.50716, 0.72170, 3.67078)  0.000
C (-1.76527, 0.62704, 2.71865)  -0.001
O (-1.64303, -0.23672, 1.82914)  -0.002
C (-0.69669, 1.92480, 2.50363)  0.001
O (-0.67461, 2.73331, 3.40502)  0.000
O (-0.10317, 1.85028, 1.41418)  -0.003
O (-1.56035, -7.23746, -1.22787)  0.000
C (-1.17050, -6.82068, -0.13734)  0.000
O (-0.95849, -7.41164, 0.92484)  0.000
C (-0.90209, -5.26912, -0.07684)  0.001
C (-0.48704, -4.68745, 1.11535)  -0.001
C (-0.28738, -3.32005, 1.16882)  0.001
N (-0.46801, -2.52182, 0.11465)  -0.002
C (-0.85594, -3.08064, -1.04206)  0.001
C (-1.08259, -4.44441, -1.17739)  0.000
C (-1.03132, -2.10878, -2.22832)  -0.002
O (-1.30712, -2.57422, -3.32587)  0.000
O (-0.87184, -0.88404, -1.93801)  -0.004
H (-0.32948, -5.32071, 1.97610)  0.000
H (0.02620, -2.82652, 2.08851)  0.001
H (-1.39026, -4.85528, -2.12757)  0.000

Number 1: E -1895.5420 a.u.. Number 2: E -3601.1638 a.u.. Number 3: E -1829.9227 a.u.. Number 4: E -3315.7808 a.u..